a.
The following is a quantum chemistry calculation of a cluster of 2 separate species, C7H12 in total, from OMol25.

HOMO level (eV): -9.32
Total charge: 0
E_LUMO (hartree): 0.043
SMILES: CC1C=C1.C=CC
Kohn-Sham gap (eV): 10.48

Atoms and positions in Å:
C1 -0.917 -0.462 -1.455
C2 0.400 1.851 0.865
C3 -0.032 -0.446 -2.402
C4 -0.557 0.820 1.403
C5 -1.853 1.017 1.640
C6 0.082 -1.591 -1.431
C7 1.227 -1.729 -0.428
H1 -1.811 -0.058 -0.998
H2 -0.275 -2.574 -1.765
H3 -0.120 2.784 0.612
H4 1.188 2.076 1.601
H5 2.047 -2.310 -0.870
H6 -0.114 -0.157 1.630
H7 0.892 1.478 -0.044
H8 1.635 -0.755 -0.130
H9 -2.354 1.962 1.419
H10 -2.479 0.226 2.052
H11 0.331 -0.003 -3.320
H12 0.919 -2.263 0.483

Charges in e, computed with Löwdin, in the same order as the atoms: -0.037 -0.111 -0.023 -0.264 -0.030 -0.323 -0.099 0.088 0.107 0.075 0.077 0.068 0.089 0.054 0.057 0.060 0.053 0.093 0.067

***

b.
The following is a quantum chemistry calculation of a structure of composition C7H12, from OMol25.

HOMO level (eV): -5.59
Total charge: 0
E_LUMO (hartree): -0.085
Kohn-Sham gap (eV): 3.27

Atoms and positions in Å:
C1 1.331 -0.582 2.249
C2 -0.278 0.974 -1.671
C3 -0.471 2.344 -1.705
C4 0.105 -1.266 2.183
C5 -0.449 0.164 -2.764
C6 -0.400 -1.054 0.343
C7 0.093 0.322 -0.147
H1 -1.255 2.701 -2.440
H2 -0.487 -0.974 -2.718
H3 1.246 0.264 2.901
H4 -0.121 -2.425 2.448
H5 -0.357 0.643 -3.719
H6 -0.780 -0.858 3.039
H7 2.238 -1.188 2.209
H8 -0.183 3.029 -0.896
H9 -0.301 0.920 0.680
H10 -1.369 -1.575 0.402
H11 0.234 -1.772 -0.040
H12 1.203 0.333 -0.354

Charges in e, computed with Löwdin, in the same order as the atoms: -0.076 -0.401 0.004 -0.250 0.038 -0.101 -0.170 0.072 0.077 0.043 0.121 0.047 0.147 0.058 0.047 0.091 0.093 0.038 0.121

***

c.
The following is a quantum chemistry calculation of a structure of composition C7H12, from OMol25.

HOMO level (eV): -7.99
Total charge: 0
E_LUMO (hartree): 0.044
Kohn-Sham gap (eV): 9.18

Atoms and positions in Å:
C1 1.131 -0.940 -0.729
C2 -1.423 0.437 0.115
C3 0.905 0.210 1.236
C4 -0.263 -0.419 0.543
C5 -2.492 -0.279 -0.706
C6 1.639 1.223 0.396
C7 1.981 -0.224 0.268
H1 -1.864 0.835 1.044
H2 -2.072 -0.674 -1.639
H3 -0.123 -1.441 0.185
H4 2.370 1.837 0.915
H5 1.034 -0.524 -1.730
H6 -3.311 0.399 -0.974
H7 0.997 0.246 2.320
H8 -1.053 1.324 -0.426
H9 1.360 -2.029 -0.805
H10 2.956 -0.591 0.561
H11 -2.912 -1.121 -0.146
H12 1.138 1.732 -0.429

Charges in e, computed with Löwdin, in the same order as the atoms: -0.043 -0.258 -0.240 -0.135 -0.113 -0.088 -0.290 0.120 0.072 0.083 0.101 0.087 0.068 0.127 0.103 0.104 0.127 0.073 0.101

***

d.
The following is a quantum chemistry calculation of an isolated molecule of C7H12, from OMol25.

HOMO level (eV): -9.12
Total charge: 0
E_LUMO (hartree): 0.039
SMILES: CC#CCCCC
Kohn-Sham gap (eV): 10.17

Atoms and positions in Å:
C1 3.850 -0.155 1.039
C2 -3.076 0.771 0.212
C3 0.364 -0.658 -0.962
C4 -2.055 0.043 -0.657
C5 2.740 -0.469 0.170
C6 1.709 -0.621 -0.419
C7 -0.644 0.089 -0.077
H1 -0.643 -0.352 0.930
H2 4.365 -1.024 1.472
H3 -3.123 0.333 1.216
H4 -4.080 0.718 -0.221
H5 0.382 -0.213 -1.961
H6 -2.815 1.830 0.322
H7 -2.046 0.484 -1.664
H8 -2.360 -1.005 -0.782
H9 4.541 0.610 0.613
H10 0.055 -1.701 -1.080
H11 3.158 0.188 1.809
H12 -0.322 1.133 0.039

Charges in e, computed with Löwdin, in the same order as the atoms: -0.106 -0.123 -0.227 -0.286 -0.119 -0.059 -0.231 0.119 0.079 0.072 0.067 0.116 0.072 0.109 0.109 0.092 0.116 0.080 0.120

***

Winner for stability: d

***

a.
The following is a quantum chemistry calculation of a structure of composition C7H12, from OMol25.

HOMO level (eV): -7.62
Total charge: 0
E_LUMO (hartree): 0.031
Kohn-Sham gap (eV): 8.47

Atoms and positions in Å:
C1 2.487 0.212 -0.783
C2 -1.949 -0.442 -0.433
C3 -0.974 -1.027 0.555
C4 0.451 -0.530 0.573
C5 1.159 -0.535 -0.745
C6 -0.706 1.264 0.968
C7 -1.771 0.202 0.909
H1 -1.164 -2.023 0.952
H2 2.330 1.294 -0.713
H3 1.346 -1.620 -0.852
H4 -2.874 -0.989 -0.590
H5 0.397 0.635 1.133
H6 3.027 0.018 -1.716
H7 -2.591 0.205 1.621
H8 -0.669 1.990 0.154
H9 -1.583 0.082 -1.314
H10 -0.622 1.763 1.939
H11 0.539 -0.274 -1.619
H12 3.123 -0.088 0.056

Charges in e, computed with Löwdin, in the same order as the atoms: -0.117 -0.094 -0.278 -0.064 -0.300 -0.035 -0.281 0.130 0.070 0.131 0.101 0.068 0.068 0.130 0.099 0.096 0.102 0.101 0.073

***

b.
The following is a quantum chemistry calculation of an isolated molecule of C7H12, from OMol25.

HOMO level (eV): -8.88
Total charge: 0
E_LUMO (hartree): 0.038
SMILES: C=CCC(=C)CC
Kohn-Sham gap (eV): 9.92

Atoms and positions in Å:
C1 -0.708 1.723 0.107
C2 0.357 -0.638 0.290
C3 0.128 2.076 1.345
C4 0.601 -1.843 -0.631
C5 -0.772 0.223 -0.188
C6 1.610 -2.703 -0.530
C7 -1.752 -0.199 -0.996
H1 -1.716 -1.021 -1.694
H2 1.188 2.184 1.128
H3 -2.632 0.437 -1.024
H4 2.037 -2.978 0.427
H5 0.242 -1.061 1.295
H6 0.253 -1.645 -1.641
H7 2.124 -3.002 -1.434
H8 -0.314 2.182 -0.801
H9 1.305 -0.100 0.342
H10 -0.199 3.014 1.788
H11 -0.013 1.268 2.061
H12 -1.740 2.082 0.157

Charges in e, computed with Löwdin, in the same order as the atoms: -0.214 -0.174 -0.106 -0.176 -0.321 -0.009 0.039 0.053 0.069 0.059 0.054 0.126 0.080 0.053 0.113 0.113 0.067 0.069 0.104

***

c.
The following is a quantum chemistry calculation of an isolated molecule of C7H12, from OMol25.

HOMO level (eV): -9.60
Total charge: 0
E_LUMO (hartree): 0.044
SMILES: CC[C@H]1C[C@H]2C[C@@H]12
Kohn-Sham gap (eV): 10.79

Atoms and positions in Å:
C1 -1.421 1.312 1.519
C2 0.558 0.065 0.489
C3 0.666 0.508 -0.954
C4 1.358 -1.222 0.038
C5 -0.958 0.056 0.813
C6 -0.160 -0.522 -1.696
C7 1.309 -0.753 -1.441
H1 -1.036 1.413 2.534
H2 0.773 1.513 -1.355
H3 2.383 -1.184 0.431
H4 2.108 -0.903 -2.161
H5 -0.773 -1.200 -1.112
H6 -1.278 -0.866 1.312
H7 1.130 0.628 1.241
H8 -0.828 -0.061 -2.424
H9 -1.104 2.185 0.932
H10 0.935 -2.205 0.279
H11 -1.535 0.115 -0.140
H12 -2.515 1.312 1.541

Charges in e, computed with Löwdin, in the same order as the atoms: -0.118 -0.251 -0.226 -0.091 -0.252 -0.112 -0.189 0.068 0.139 0.109 0.122 0.087 0.114 0.136 0.113 0.079 0.106 0.095 0.072

***

d.
The following is a quantum chemistry calculation of a cluster of 2 separate species, C7H12 in total, from OMol25.

HOMO level (eV): -8.77
Total charge: 0
E_LUMO (hartree): 0.040
SMILES: C=C/C=C\C.C=C
Kohn-Sham gap (eV): 9.87

Atoms and positions in Å:
C1 1.457 1.921 0.919
C2 0.468 -1.771 -0.733
C3 -1.845 -0.119 0.713
C4 -0.617 -0.989 -1.348
C5 1.127 1.886 -0.367
C6 -1.600 -0.296 -0.756
C7 1.039 -1.599 0.463
H1 1.388 1.040 -0.998
H2 -1.211 0.683 1.114
H3 0.754 -0.801 1.141
H4 0.575 2.696 -0.840
H5 -2.310 0.197 -1.419
H6 2.011 1.107 1.382
H7 -1.618 -1.031 1.277
H8 -0.622 -1.014 -2.438
H9 1.190 2.755 1.563
H10 1.845 -2.254 0.787
H11 -2.887 0.159 0.904
H12 0.855 -2.572 -1.364

Charges in e, computed with Löwdin, in the same order as the atoms: -0.087 -0.181 -0.105 -0.153 -0.079 -0.158 0.001 0.043 0.060 0.034 0.054 0.096 0.041 0.076 0.095 0.048 0.056 0.069 0.092

***

Winner for stability: d

***

a.
The following is a quantum chemistry calculation of an isolated molecule of C7H12, from OMol25.

HOMO level (alpha / beta) (eV): -7.29 / -7.29
Total charge: 0
E_LUMO (alpha / beta) (hartree): 0.005 / 0.005
Kohn-Sham gap (alpha / beta) (eV): 7.42 / 7.42

Atoms and positions in Å:
C1 0.159 -0.862 -0.748
C2 1.595 -0.317 1.281
C3 -2.452 1.262 -2.607
C4 -0.830 -0.393 -1.601
C5 1.610 -0.182 2.801
C6 0.201 -0.635 0.737
C7 -2.019 0.014 -1.932
H1 -3.150 1.053 -3.424
H2 -0.167 -1.560 1.213
H3 1.000 -1.401 -1.184
H4 -0.509 0.152 1.010
H5 0.153 0.052 -2.059
H6 1.956 0.611 0.819
H7 -3.024 1.847 -1.876
H8 0.939 0.619 3.131
H9 2.614 0.048 3.172
H10 2.293 -1.107 0.973
H11 1.280 -1.110 3.281
H12 -1.649 1.911 -2.987

Charges in e, computed with Löwdin, in the same order as the atoms: -0.101 -0.279 -0.160 -0.245 -0.121 -0.209 -0.066 0.062 0.129 0.109 0.122 0.186 0.110 0.074 0.074 0.069 0.108 0.073 0.065

***

b.
The following is a quantum chemistry calculation of an isolated molecule of C7H12, from OMol25.

HOMO level (eV): -8.66
Total charge: 0
E_LUMO (hartree): 0.039
SMILES: C=C(C)C/C=C/C
Kohn-Sham gap (eV): 9.73

Atoms and positions in Å:
C1 -0.923 -0.614 0.791
C2 -1.149 0.891 0.339
C3 -0.593 1.870 1.028
C4 -2.176 0.933 -0.754
C5 0.491 -0.816 0.557
C6 2.732 -1.071 -0.760
C7 1.207 -1.199 -0.507
H1 0.627 -1.617 -1.440
H2 -1.561 -0.686 1.682
H3 -1.484 -1.222 0.091
H4 0.089 1.481 1.851
H5 -3.069 0.579 -0.280
H6 3.058 -0.016 -0.804
H7 -0.746 3.004 1.124
H8 1.236 -0.530 1.433
H9 -2.125 1.926 -1.189
H10 3.055 -1.640 -1.690
H11 3.394 -1.597 0.049
H12 -2.065 0.322 -1.520

Charges in e, computed with Löwdin, in the same order as the atoms: -0.178 -0.361 0.015 -0.052 -0.192 -0.129 -0.182 0.125 0.125 0.098 0.073 0.089 0.063 0.088 0.145 0.088 0.071 0.092 0.021

***

c.
The following is a quantum chemistry calculation of an isolated molecule of C7H12, from OMol25.

HOMO level (eV): -8.79
Total charge: 0
E_LUMO (hartree): 0.035
SMILES: C=CC(=C)CCC
Kohn-Sham gap (eV): 9.75

Atoms and positions in Å:
C1 -1.433 -1.537 0.990
C2 1.303 1.918 0.727
C3 0.100 -1.546 0.959
C4 0.641 -0.899 -0.336
C5 0.238 1.638 -0.021
C6 0.032 0.405 -0.789
C7 -0.723 0.421 -1.886
H1 -1.790 -0.560 0.649
H2 -0.484 2.433 -0.189
H3 0.588 -1.080 1.813
H4 1.728 -0.776 -0.288
H5 1.415 2.895 1.185
H6 -1.179 -0.462 -2.316
H7 0.471 -1.608 -1.147
H8 -0.995 1.361 -2.359
H9 0.351 -2.598 0.800
H10 -1.824 -1.769 1.979
H11 -1.862 -2.225 0.262
H12 2.024 1.172 1.050

Charges in e, computed with Löwdin, in the same order as the atoms: -0.106 0.024 -0.236 -0.193 -0.146 -0.359 0.049 0.062 0.103 0.099 0.113 0.054 0.067 0.105 0.064 0.100 0.068 0.073 0.059

***

d.
The following is a quantum chemistry calculation of an isolated molecule of C7H12, from OMol25.

HOMO level (eV): -9.68
Total charge: 0
E_LUMO (hartree): 0.042
SMILES: C[C@H]1[C@H]2CCC[C@@H]12
Kohn-Sham gap (eV): 10.81

Atoms and positions in Å:
C1 0.522 -0.998 -0.628
C2 1.155 0.382 -0.689
C3 -1.221 -0.473 0.997
C4 -1.366 0.509 -0.194
C5 -0.307 -1.599 0.492
C6 -0.249 0.176 -1.183
C7 1.513 1.394 0.380
H1 -0.922 -2.371 0.009
H2 -1.312 1.550 0.148
H3 -0.773 0.018 1.868
H4 2.504 1.202 0.804
H5 0.795 1.447 1.202
H6 -2.338 0.388 -0.682
H7 1.887 0.406 -1.497
H8 -0.471 0.250 -2.244
H9 -2.194 -0.858 1.323
H10 1.547 2.388 -0.087
H11 0.975 -1.715 -1.309
H12 0.255 -2.095 1.290

Charges in e, computed with Löwdin, in the same order as the atoms: -0.204 -0.253 -0.183 -0.152 -0.158 -0.219 -0.061 0.112 0.104 0.095 0.074 0.061 0.105 0.129 0.130 0.102 0.081 0.129 0.106

***

Winner for stability: d

***

a.
The following is a quantum chemistry calculation of an isolated molecule of C3H4N2O2S, from OMol25.

HOMO level (eV): -10.49
Total charge: 0
E_LUMO (hartree): 0.009
SMILES: O=C/N=C\N(S)C=O
Kohn-Sham gap (eV): 10.73

Atoms and positions in Å:
S1 -0.150 2.607 -0.105
O1 0.494 -2.576 0.426
O2 1.329 1.009 1.969
N1 -0.297 -1.126 -1.184
N2 0.170 0.935 -0.046
C1 1.006 0.443 0.987
C2 -0.162 0.141 -1.167
C3 -0.425 -2.035 -0.155
H1 -1.494 -2.226 0.026
H2 1.255 -0.610 0.691
H3 -1.372 2.637 0.573
H4 -0.355 0.801 -2.016

Charges in e, computed with Löwdin, in the same order as the atoms: 0.831 0.036 0.082 0.121 -0.443 -0.359 -0.201 -0.348 0.136 0.124 -0.088 0.108

***

b.
The following is a quantum chemistry calculation of an isolated molecule of C3H4N2O2S, from OMol25.

HOMO level (eV): -9.44
Total charge: 0
E_LUMO (hartree): -0.033
Kohn-Sham gap (eV): 8.54

Atoms and positions in Å:
S1 0.461 1.468 1.508
O1 -0.203 2.477 0.565
O2 -0.525 0.245 1.880
N1 1.514 0.800 0.369
N2 -0.823 -0.918 -0.649
C1 1.288 0.380 -0.795
C2 -1.186 -0.889 0.703
C3 0.154 -0.542 -1.356
H1 -0.847 -1.941 1.037
H2 -2.267 -0.529 0.698
H3 0.303 -0.868 -2.480
H4 2.131 0.317 -1.481

Charges in e, computed with Löwdin, in the same order as the atoms: 0.878 -0.494 -0.465 -0.146 0.015 -0.174 -0.055 -0.087 0.153 0.140 0.146 0.091

***

c.
The following is a quantum chemistry calculation of a structure of composition C3H4N2O2S, from OMol25.

HOMO level (eV): -8.99
Total charge: 0
E_LUMO (hartree): -0.048
Kohn-Sham gap (eV): 7.69

Atoms and positions in Å:
S1 3.386 -0.351 -0.078
O1 -3.215 -1.146 -0.063
O2 -2.449 1.255 -0.346
N1 -1.492 0.322 0.133
N2 0.739 -0.237 -0.155
C1 -2.023 -0.913 0.220
C2 -0.134 0.654 0.169
C3 1.921 0.492 0.060
H1 0.183 1.703 0.503
H2 -1.106 -1.492 0.219
H3 -3.302 0.881 0.425
H4 2.052 1.659 0.824

Charges in e, computed with Löwdin, in the same order as the atoms: 0.579 0.035 -0.034 -0.141 0.015 -0.262 -0.157 -0.743 0.138 0.133 0.265 0.174

***

Winner for stability: a

***

a.
The following is a quantum chemistry calculation of an isolated molecule of C3H5NO, from OMol25.

HOMO level (eV): -9.66
Total charge: 0
E_LUMO (hartree): 0.035
SMILES: O=C1CCN1
Kohn-Sham gap (eV): 10.61

Atoms and positions in Å:
O1 -2.229 0.530 0.234
N1 -0.238 0.283 -1.012
C1 -0.026 -0.274 1.021
C2 -1.076 0.223 0.062
C3 0.977 -0.239 -0.401
H1 1.836 0.418 -0.177
H2 -0.452 0.556 -1.959
H3 1.432 -0.952 -1.136
H4 -0.417 -1.105 1.644
H5 0.194 0.561 1.724

Charges in e, computed with Löwdin, in the same order as the atoms: 0.066 0.038 0.004 -0.564 -0.093 0.083 0.142 0.104 0.108 0.112

***

b.
The following is a quantum chemistry calculation of an isolated molecule of C3H5NO, from OMol25.

HOMO level (eV): -9.52
Total charge: 0
E_LUMO (hartree): 0.036
SMILES: C1=NOCC1
Kohn-Sham gap (eV): 10.51

Atoms and positions in Å:
O1 -1.038 0.202 1.152
N1 -1.735 -0.394 0.040
C1 -0.879 -0.323 -0.896
C2 0.365 0.162 0.958
C3 0.548 0.147 -0.571
H1 0.874 1.168 -0.978
H2 0.796 1.086 1.590
H3 0.937 -0.779 1.407
H4 1.247 -0.600 -0.834
H5 -1.115 -0.670 -1.867

Charges in e, computed with Löwdin, in the same order as the atoms: -0.179 0.099 -0.153 -0.239 -0.133 0.136 0.154 0.138 0.082 0.096

***

Winner for stability: a

***

a.
The following is a quantum chemistry calculation of an isolated molecule of C3H5NO, from OMol25.

HOMO level (eV): -9.97
Total charge: 0
E_LUMO (hartree): 0.035
SMILES: O=CN1CC1
Kohn-Sham gap (eV): 10.91

Atoms and positions in Å:
O1 -1.279 -0.320 1.998
N1 -0.356 -0.504 -0.100
C1 -0.414 0.806 -0.682
C2 -0.426 -0.748 1.258
C3 0.827 -0.023 -0.770
H1 0.375 -1.430 1.593
H2 1.669 0.273 -0.147
H3 -1.064 0.910 -1.544
H4 -0.393 1.656 -0.003
H5 1.083 -0.534 -1.694

Charges in e, computed with Löwdin, in the same order as the atoms: 0.050 -0.070 -0.104 -0.334 -0.114 0.134 0.111 0.106 0.116 0.104

***

b.
The following is a quantum chemistry calculation of an isolated molecule of C3H5NO, from OMol25.

HOMO level (eV): -8.99
Total charge: 0
E_LUMO (hartree): 0.030
SMILES: CC#CON
Kohn-Sham gap (eV): 9.80

Atoms and positions in Å:
O1 -2.054 1.150 -0.040
N1 -2.511 1.399 -1.301
C1 0.260 0.244 0.320
C2 -0.839 0.752 0.156
C3 1.719 0.151 0.325
H1 2.019 0.667 -0.534
H2 2.314 -0.856 0.208
H3 -2.728 0.617 -1.833
H4 -1.835 1.833 -1.882
H5 2.166 0.541 1.248

Charges in e, computed with Löwdin, in the same order as the atoms: -0.088 0.052 -0.061 -0.136 -0.136 0.043 0.107 0.063 0.080 0.074

***

Winner for stability: a